Computed, not measured: 2 unconnected molecules or ions with the total composition C10H16 at a distorted geometry, with the ωB97M-V functional and the def2-TZVPD basis.

Lowest unoccupied orbital energy in eV: 1.0
SMILES string: Cc1ccccc1.CCC
Energy above the lowest of the compared OMol25 structures with the same formula, charge and spin in kJ/mol: 114.3

```
! wB97M-V def2-TZVPD RIJCOSX def2/J DEFGRID3
* xyz 0 1
C -3.3503 2.0916 -0.9233
C -2.3040 1.1026 -0.4781
C -1.3605 0.6139 -1.3893
C -0.5479 -0.4588 -1.0050
C -0.6828 -1.0297 0.2515
C -1.5801 -0.5012 1.1547
C -2.3730 0.5709 0.8036
H -3.4368 2.0334 -2.0719
H -3.0215 3.0969 -0.5433
H -4.3022 1.8395 -0.4781
H -1.1461 1.1856 -2.2953
H 0.1143 -0.8791 -1.7627
H -0.0244 -1.8615 0.4251
H -1.6591 -0.9923 2.1298
H -3.1442 0.9445 1.4810
C 3.7786 -1.0245 1.7057
C 2.8414 -0.7576 0.4875
C 3.6738 -0.4973 -0.8007
H 4.8093 -1.1627 1.3911
H 3.8797 -0.1713 2.3878
H 3.4714 -1.8931 2.3319
H 2.0135 -1.5123 0.3575
H 2.2306 0.0428 0.8767
H 4.5454 -1.2267 -0.6328
H 3.0741 -0.9328 -1.6111
H 4.0770 0.5022 -0.7941
*
```

Atom charges from the natural (NBO) analysis, given in e for atoms 1 to 6: number 1, C, carries -0.6304; number 2, C, carries -0.0124; number 3, C, carries -0.2239; number 4, C, carries -0.1965; number 5, C, carries -0.2338; number 6, C, carries -0.2027

=====

Computed, not measured: 11 unconnected molecules or ions with the total composition H22O11 at a distorted geometry, with the ωB97M-V functional and the def2-TZVPD basis.

Lowest unoccupied orbital energy in eV: -0.2
SMILES string: O.O.O.O.O.O.O.O.O.O.O
Energy above the lowest of the compared OMol25 structures with the same formula, charge and spin in kJ/mol: 470.2

```
! wB97M-V def2-TZVPD RIJCOSX def2/J DEFGRID3
* xyz 0 1
O -0.0065 2.3681 -3.5417
H 0.3692 2.2120 -2.6919
H 0.3474 1.8590 -4.2667
O 0.3582 -1.4028 -3.7393
H -0.2804 -2.1224 -3.9422
H 0.8960 -2.0922 -3.2974
O -4.4396 -3.0199 -0.8477
H -3.5357 -3.1903 -0.9469
H -4.9562 -2.2641 -0.9548
O 1.6950 -3.3777 -2.1047
H 1.8604 -3.7222 -1.2223
H 1.4368 -2.5015 -1.6909
O -1.9808 0.5210 4.2366
H -2.2956 0.1314 3.4376
H -1.6294 1.3735 3.9762
O 0.3843 3.8252 2.6653
H -0.1235 4.4890 2.0135
H 0.9627 4.5812 2.7397
O 3.1889 1.3747 -0.8897
H 2.5391 2.0364 -1.0638
H 3.6450 1.2286 -0.0923
O -2.0594 4.5028 0.2943
H -2.7092 3.8022 0.3268
H -1.6004 4.3344 -0.5102
O 1.3124 -4.0113 1.5582
H 1.9873 -3.7838 2.1555
H 0.7874 -4.8749 1.8624
O 1.2196 -0.7141 -0.3226
H 2.1682 -0.5503 -0.1844
H 0.4575 -0.1062 -0.2338
O -0.1667 -0.4975 2.1517
H 0.5135 -0.8236 2.7147
H -0.3456 0.4156 2.4112
*
```

Atom charges from the natural (NBO) analysis, given in e for atoms 1 to 6: number 1, O, carries -0.9626; number 2, H, carries 0.4694; number 3, H, carries 0.4934; number 4, O, carries -0.9416; number 5, H, carries 0.4580; number 6, H, carries 0.4768

=====

Computed, not measured: 2 unconnected molecules or ions with the total composition C2H2Cl3NO at a distorted geometry, with the ωB97M-V functional and the def2-TZVPD basis.

Lowest unoccupied orbital energy in eV: -1.1
SMILES string: C=C(Cl)Cl.O=NCl
Energy above the lowest of the compared OMol25 structures with the same formula, charge and spin in kJ/mol: 305.1

```
! wB97M-V def2-TZVPD RIJCOSX def2/J DEFGRID3
* xyz 0 1
C 0.5283 0.7968 -0.2903
C 1.2928 0.0630 -1.0509
Cl 0.7216 -0.9552 -2.3476
Cl 3.1014 0.2063 -1.0037
H -0.5730 0.7889 -0.3327
H 0.8949 1.5061 0.5014
O -2.1040 0.2834 1.1702
N -2.1613 -0.5345 1.9673
Cl -1.7007 -2.1549 1.3863
*
```

Atom charges from the natural (NBO) analysis, given in e for atoms 1 to 6: number 1, C, carries -0.4499; number 2, C, carries -0.0495; number 3, Cl, carries 0.0388; number 4, Cl, carries -0.0147; number 5, H, carries 0.2342; number 6, H, carries 0.2346

=====

Computed, not measured: a molecular structure, C15H20AsBrN5PtS4, with the ωB97M-V functional and the def2-TZVPD basis.

<S²>: 6.020
Lowest unoccupied orbital energy (spin up / spin down) in eV: -2.1 / -5.1
Energy above the lowest of the compared OMol25 structures with the same formula, charge and spin in kJ/mol: 0.0

```
! wB97M-V def2-TZVPD RIJCOSX def2/J DEFGRID3
* xyz 1 5
Pt -0.8769 -0.1717 -1.0964
S -5.1718 0.3768 -4.2617
As -3.2767 -0.4745 -3.7419
S -2.2925 -2.1540 -0.9928
S -2.3665 1.0830 -2.5637
S -3.9435 -1.9912 -2.0377
C 3.1533 2.2459 2.5899
C 2.7285 0.9344 1.9880
C 3.3743 -0.2666 2.2637
C 2.9383 -1.4459 1.6831
C 1.8522 -1.3715 0.8286
Br 1.1885 -2.9697 0.0490
N 1.2266 -0.2542 0.5339
C 1.6560 0.8707 1.1117
H 3.9059 2.0969 3.3621
H 2.3066 2.7647 3.0401
H 3.5793 2.9048 1.8321
H 4.2196 -0.2832 2.9412
H 3.4168 -2.3922 1.8879
H 1.0990 1.7705 0.8639
C -2.2481 -0.8404 4.2339
C -2.1340 -0.0430 2.9790
C -2.3404 1.2939 2.7156
C -2.0900 1.4656 1.3432
N -1.7487 0.2994 0.8038
N -1.7659 -0.5991 1.8121
C -2.1655 2.7188 0.5364
H -2.7015 -0.2350 5.0148
H -1.2680 -1.1674 4.5830
H -2.8697 -1.7243 4.0887
H -2.6497 2.0497 3.4178
H -1.5803 -1.5693 1.6138
H -2.4365 3.5564 1.1755
H -2.9053 2.6270 -0.2575
H -1.2069 2.9486 0.0661
C -0.1218 -2.4302 -3.9102
C 0.7546 -1.2726 -3.5974
N 0.5910 -0.3605 -2.6547
C 1.6383 0.5396 -2.7729
C 2.4356 0.1644 -3.7973
N 1.8672 -0.9837 -4.3006
H -0.7776 -2.6303 -3.0684
H 0.4677 -3.3253 -4.1091
H -0.7361 -2.2216 -4.7877
H 1.7325 1.3927 -2.1241
H 3.3315 0.5950 -4.2061
H 2.2108 -1.5212 -5.0787
*
```

Atom charges from the natural (NBO) analysis, given in e for atoms 1 to 6: number 1, Pt, carries 0.8597; number 2, S, carries -0.1471; number 3, As, carries 0.5884; number 4, S, carries -0.1113; number 5, S, carries -0.5622; number 6, S, carries -0.0317

=====

Computed, not measured: C5H10O in the gas phase, with the ωB97M-V functional and the def2-TZVPD basis.

Lowest unoccupied orbital energy in eV: 1.1
SMILES string: C[C@H]1CCCO1
Energy above the lowest of the compared OMol25 structures with the same formula, charge and spin in kJ/mol: 43.9

```
! wB97M-V def2-TZVPD RIJCOSX def2/J DEFGRID3
* xyz 0 1
C -0.7849 1.9196 0.2284
C -0.7611 0.4206 -0.1085
C 0.3024 -0.1630 -1.0742
C 0.7344 -1.4718 -0.3714
C 0.5805 -1.0522 1.0831
O -0.6226 -0.3080 1.1199
H -1.6347 2.0898 0.9030
H -0.9432 2.5466 -0.6570
H 0.1093 2.2615 0.7668
H -1.7495 0.1602 -0.5130
H -0.1454 -0.3679 -2.0506
H 1.1906 0.4609 -1.2485
H 1.7672 -1.7594 -0.5900
H 0.0886 -2.3237 -0.6298
H 1.4493 -0.4435 1.3792
H 0.4777 -1.8783 1.7908
*
```

Atom charges from the natural (NBO) analysis, given in e for atoms 1 to 6: number 1, C, carries -0.6248; number 2, C, carries 0.0946; number 3, C, carries -0.4355; number 4, C, carries -0.4244; number 5, C, carries -0.0670; number 6, O, carries -0.5344

=====

Computed, not measured: a gas-phase ion, C8H11N4 (charge +1) at a distorted geometry, with the ωB97M-V functional and the def2-TZVPD basis.

Lowest unoccupied orbital energy in eV: -3.5
SMILES string: C[N+]#CNc1nc(C)cc(C)n1
Energy above the lowest of the compared OMol25 structures with the same formula, charge and spin in kJ/mol: 104.5

```
! wB97M-V def2-TZVPD RIJCOSX def2/J DEFGRID3
* xyz 1 1
C -0.1618 1.8306 4.3813
N -0.2880 0.7660 3.5127
C -0.1109 0.0521 2.5966
N -0.1918 -0.8677 1.6899
C -0.1274 -0.5986 0.3135
N 0.1962 0.6305 -0.0644
C 0.1908 0.7846 -1.4330
C 0.8321 2.0647 -1.9141
C -0.1205 -0.2911 -2.2850
C -0.2122 -1.5877 -1.7488
C -0.4897 -2.8200 -2.5231
N -0.3666 -1.6736 -0.3670
H -0.3033 1.4253 5.4125
H -0.9114 2.5754 4.1250
H 0.8877 2.0389 4.2501
H 0.0338 -1.7549 2.0183
H 0.8352 2.7307 -1.1070
H 0.2365 2.3335 -2.8666
H 1.8600 1.8167 -2.2730
H -0.1563 -0.1353 -3.3314
H 0.1341 -3.6652 -2.2223
H -0.2061 -2.6056 -3.5878
H -1.5603 -3.0493 -2.5763
*
```

Atom charges from the natural (NBO) analysis, given in e for atoms 1 to 6: number 1, C, carries -0.4415; number 2, N, carries -0.2352; number 3, C, carries 0.7661; number 4, N, carries -0.5849; number 5, C, carries 0.5266; number 6, N, carries -0.5072

=====

Computed, not measured: a molecular structure, C25H40AsBrCl5N3NiO2SeSi3 at a distorted geometry, with the ωB97M-V functional and the def2-TZVPD basis.

<S²>: 2.007
Lowest unoccupied orbital energy (spin up / spin down) in eV: -1.7 / -1.7
Energy above the lowest of the compared OMol25 structures with the same formula, charge and spin in kJ/mol: 91.3

```
! wB97M-V def2-TZVPD RIJCOSX def2/J DEFGRID3
* xyz 0 3
Ni -0.3028 -2.2736 -0.7230
N 4.4914 0.7345 -1.5983
C 3.9571 -0.4919 -0.8946
C 2.4689 -0.5994 -1.2067
N 1.8564 -1.8151 -0.7368
H 5.4651 0.9262 -1.3699
H 3.9245 1.5588 -1.3534
H 4.4155 0.6197 -2.6096
H 4.1447 -0.3566 0.1695
H 4.5283 -1.3455 -1.2567
H 2.3206 -0.5263 -2.2890
H 1.9366 0.2414 -0.7570
H 1.8111 -1.9034 0.2769
H 2.2429 -2.6565 -1.1476
C 0.9851 3.4742 1.6841
Si 0.5418 3.3263 -0.1338
C -0.1973 4.9544 -0.6833
C 2.2417 3.1751 -1.0089
As -0.5731 1.2945 -0.4428
Si -2.4992 1.6303 0.9181
C -1.8423 1.7432 2.6728
C -3.3882 3.2306 0.4886
C -3.6543 0.1999 0.7366
Si -1.2244 1.5344 -2.7160
C -1.7993 3.2147 -3.3167
C 0.2943 1.0847 -3.7501
C -2.5136 0.2519 -3.0650
H 1.7647 4.2286 1.8262
H 1.3461 2.5191 2.0755
H 0.1280 3.7637 2.2932
H 0.4809 5.7582 -0.3817
H -1.1666 5.1355 -0.2160
H -0.3369 5.0129 -1.7621
H 2.6016 4.1487 -1.3497
H 2.1901 2.5099 -1.8754
H 2.9473 2.8035 -0.2531
H -1.7767 2.7792 3.0110
H -0.8578 1.2846 2.7755
H -2.5178 1.2104 3.3476
H -2.9025 4.1031 0.9312
H -4.4046 3.1764 0.8893
H -3.4690 3.3916 -0.5879
H -3.1605 -0.7575 0.9164
H -4.1309 0.1501 -0.2435
H -4.4391 0.3148 1.4915
H -0.9773 3.9277 -3.3970
H -2.5672 3.6498 -2.6755
H -2.2284 3.0912 -4.3154
H 1.1768 1.6892 -3.5236
H 0.0587 1.2326 -4.8080
H 0.5421 0.0283 -3.6163
H -3.5250 0.5881 -2.8332
H -2.3582 -0.6495 -2.4707
H -2.4988 -0.0458 -4.1172
Br -2.3706 -1.4615 4.9755
C -0.5357 -1.0987 4.6768
C 0.1603 -0.5684 5.7567
C 1.4971 -0.2321 5.6318
C 2.1379 -0.4100 4.4143
C 1.4288 -0.9243 3.3434
C 0.0873 -1.2917 3.4443
C -0.5893 -1.9179 2.2291
O -1.4777 -2.7289 2.3777
O -0.0904 -1.4988 1.1104
H -0.3570 -0.4218 6.6947
H 2.0317 0.1669 6.4840
H 3.1833 -0.1491 4.3041
H 1.9106 -1.0621 2.3834
Cl 1.1053 -4.7241 2.0317
C 0.6393 -5.2042 0.4244
C 0.3653 -4.2264 -0.5148
C 0.1952 -4.6907 -1.8043
Cl -0.0626 -3.4058 -3.0044
C 0.1845 -6.0150 -2.2011
Cl -0.0671 -6.4651 -3.8415
C 0.3857 -6.9706 -1.2067
Cl 0.3694 -8.6416 -1.6155
C 0.6309 -6.5643 0.1066
Cl 0.9472 -7.7520 1.3129
Se -2.6247 -3.3836 -0.6120
C -3.9036 -2.5757 -1.6512
N -4.7317 -2.0534 -2.2685
*
```

Atom charges from the Löwdin analysis, given in e for atoms 1 to 6: number 1, Ni, carries 0.3145; number 2, N, carries 0.1900; number 3, C, carries -0.1148; number 4, C, carries -0.2680; number 5, N, carries 0.0067; number 6, H, carries 0.1701